{"formula": "C49H98Br2ClN9O11PS2", "method": "ωB97M-V/def2-TZVPD", "total_charge": 1, "energy_ha": -9991.54794, "max_force_ev_per_a": 5.6, "elements": ["C", "C", "O", "P", "O", "C", "C", "C", "N", "C", "Cl", "C", "C", "C", "C", "C", "C", "O", "C", "C", "C", "Br", "C", "C", "Br", "C", "C", "C", "C", "S", "C", "S", "N", "C", "C", "C", "C", "O", "C", "C", "H", "H", "H", "H", "H", "H", "H", "H", "H", "H", "H", "H", "H", "H", "H", "H", "H", "H", "H", "H", "H", "H", "H", "H", "H", "H", "H", "H", "H", "H", "H", "H", "H", "H", "H", "H", "H", "H", "H", "H", "H", "H", "H", "H", "H", "H", "H", "H", "H", "C", "O", "N", "C", "C", "H", "H", "H", "H", "H", "H", "H", "C", "O", "N", "C", "C", "H", "H", "H", "H", "H", "H", "H", "C", "O", "N", "C", "C", "H", "H", "H", "H", "H", "H", "H", "C", "O", "N", "C", "C", "H", "H", "H", "H", "H", "H", "H", "C", "O", "N", "C", "C", "H", "H", "H", "H", "H", "H", "H", "C", "O", "N", "C", "C", "H", "H", "H", "H", "H", "H", "H", "C", "O", "N", "C", "C", "H", "H", "H", "H", "H", "H", "H"], "coordinates": [[1.033, 7.366, -1.613], [-0.552, 7.097, -1.214], [-0.523, 6.093, -0.158], [-1.611, 4.788, -0.426], [-2.886, 5.233, -1.258], [-2.292, 4.304, 1.272], [-1.473, 3.250, 2.136], [-0.908, 1.913, 1.445], [0.542, 1.647, 1.758], [1.254, 0.467, 1.253], [3.063, 0.379, 1.716], [0.557, -0.701, 0.348], [1.599, -1.831, -0.027], [1.282, -3.168, -0.774], [2.701, -3.820, -1.328], [2.863, -3.333, -2.879], [4.300, -3.701, -3.548], [4.091, -4.524, -4.748], [3.778, -5.898, -4.347], [-0.972, -0.487, 0.010], [-1.771, -1.591, -0.829], [-1.941, -3.405, 0.080], [-1.550, -1.644, -2.431], [-0.216, -0.930, -3.006], [-1.847, -3.510, -3.178], [-1.725, 0.866, 0.528], [-3.274, 1.223, 0.172], [-4.336, 0.971, 1.358], [-5.222, -0.377, 1.250], [-6.176, -0.613, -0.321], [-7.858, 0.164, -0.266], [-8.157, 1.517, 0.702], [-8.904, -0.476, -1.162], [-10.049, -0.988, -0.336], [-11.309, -1.543, -1.197], [-9.330, 0.451, -2.261], [-9.472, -0.289, -3.729], [-0.905, 3.487, -1.296], [-0.557, 3.832, -2.670], [-1.800, 3.455, -3.676], [1.636, 6.401, -1.323], [1.400, 8.314, -1.067], [1.101, 7.442, -2.764], [-1.052, 6.772, -2.204], [-1.053, 8.111, -0.909], [-2.366, 5.307, 1.882], [-3.393, 3.933, 1.163], [-2.159, 2.900, 3.026], [-0.606, 3.837, 2.674], [1.078, 2.325, 2.358], [2.474, -1.294, -0.612], [2.127, -2.130, 0.987], [0.566, -3.201, -1.666], [0.892, -3.973, -0.009], [3.602, -3.507, -0.661], [2.510, -4.981, -1.308], [2.787, -2.158, -2.853], [2.002, -3.753, -3.554], [4.814, -2.699, -3.884], [4.999, -4.201, -2.774], [4.533, -6.187, -3.508], [2.696, -5.914, -3.935], [3.873, -6.579, -5.287], [-2.907, -1.283, -0.716], [-2.428, -1.045, -2.939], [0.711, -1.612, -3.109], [-0.476, -0.613, -4.109], [0.054, 0.077, -2.470], [-3.292, 2.331, -0.226], [-3.675, 0.640, -0.770], [-5.097, 1.868, 1.327], [-3.804, 1.078, 2.401], [-4.471, -1.280, 1.326], [-5.962, -0.374, 2.160], [-9.642, -1.880, 0.297], [-10.446, -0.182, 0.393], [-11.973, -2.258, -0.564], [-11.005, -2.119, -2.163], [-12.008, -0.675, -1.555], [-10.379, 0.931, -2.048], [-8.591, 1.326, -2.420], [-8.957, -1.328, -3.663], [-10.588, -0.499, -4.006], [-9.046, 0.349, -4.599], [0.309, 3.098, -2.978], [-0.134, 4.895, -2.827], [-2.221, 4.452, -4.090], [-1.408, 2.745, -4.505], [-2.585, 2.916, -2.988], [-1.623, 3.746, 5.632], [-2.392, 4.276, 4.843], [-1.842, 3.600, 6.975], [-0.879, 2.959, 7.847], [-3.076, 4.104, 7.545], [-0.656, 3.329, 5.304], [-1.349, 2.092, 8.318], [-0.568, 3.670, 8.617], [-0.001, 2.630, 7.288], [-3.922, 3.608, 7.059], [-3.144, 5.179, 7.356], [-3.109, 3.917, 8.620], [4.408, -5.442, 1.900], [4.942, -5.287, 0.812], [4.357, -4.505, 2.899], [3.702, -4.764, 4.166], [4.977, -3.215, 2.683], [3.907, -6.387, 2.166], [2.899, -4.035, 4.306], [4.434, -4.662, 4.971], [3.280, -5.771, 4.192], [4.514, -2.737, 1.815], [6.041, -3.360, 2.477], [4.857, -2.577, 3.562], [4.280, -3.154, -9.778], [3.798, -2.564, -10.731], [4.371, -2.659, -8.502], [4.959, -3.422, -7.419], [3.863, -1.331, -8.227], [4.695, -4.170, -9.878], [4.210, -3.561, -6.636], [5.812, -2.869, -7.018], [5.298, -4.401, -7.767], [2.799, -1.297, -8.474], [4.393, -0.609, -8.854], [4.004, -1.076, -7.174], [6.176, -0.983, 5.899], [6.393, -1.322, 7.050], [5.882, 0.293, 5.489], [5.635, 0.617, 4.099], [5.815, 1.351, 6.477], [6.202, -1.708, 5.069], [6.369, 1.358, 3.772], [4.628, 1.031, 4.005], [5.718, -0.271, 3.468], [6.780, 1.427, 6.985], [5.048, 1.101, 7.216], [5.572, 2.305, 6.004], [-7.478, -4.758, -5.362], [-8.506, -4.186, -5.687], [-6.207, -4.297, -5.589], [-5.034, -5.036, -5.172], [-6.031, -3.029, -6.268], [-7.499, -5.729, -4.841], [-4.455, -4.419, -4.479], [-4.427, -5.266, -6.052], [-5.313, -5.968, -4.675], [-6.524, -2.243, -5.690], [-6.498, -3.084, -7.255], [-4.970, -2.794, -6.377], [5.361, -7.433, 6.890], [4.331, -6.868, 6.555], [6.632, -6.967, 6.667], [7.806, -7.698, 7.097], [6.807, -5.704, 5.979], [5.343, -8.399, 7.420], [8.379, -7.074, 7.789], [8.418, -7.933, 6.223], [7.528, -8.627, 7.600], [6.307, -4.915, 6.548], [6.346, -5.770, 4.989], [7.867, -5.466, 5.875], [3.396, 10.550, 0.050], [4.025, 10.770, -0.971], [2.393, 11.340, 0.552], [1.692, 11.009, 1.776], [2.024, 12.545, -0.163], [3.597, 9.661, 0.670], [0.628, 10.893, 1.554], [1.830, 11.821, 2.495], [2.072, 10.080, 2.207], [1.701, 12.276, -1.173], [2.897, 13.199, -0.237], [1.216, 13.067, 0.354]]}



{"formula": "C4BrF10N", "method": "ωB97M-V/def2-TZVPD", "energy_ha": -3779.82290, "smiles": "FC(F)(F)N(C(F)(F)F)C(F)(F)C(F)(F)Br", "max_force_ev_per_a": 3.9, "elements": ["F", "C", "F", "F", "N", "C", "F", "F", "F", "C", "F", "F", "C", "F", "F", "Br"], "coordinates": [[-2.094, 0.019, 1.252], [-1.508, 0.694, 0.267], [-1.758, 1.981, 0.496], [-2.294, 0.421, -0.778], [-0.084, 0.378, -0.133], [0.356, 1.279, -1.226], [1.681, 1.305, -1.229], [-0.013, 2.598, -1.150], [-0.219, 1.073, -2.434], [0.288, -1.049, -0.059], [1.067, -1.310, -1.197], [-0.969, -1.805, -0.114], [1.051, -1.354, 1.272], [1.152, -2.659, 1.338], [0.344, -1.023, 2.426], [2.999, -0.548, 1.270]]}



{"formula": "C4Cl3FO2", "method": "ωB97M-V/def2-TZVPD", "relative_energy_kj_mol": 0.0, "energy_ha": -1783.21891, "smiles": "O=C=C(Cl)Cl.O=C=C(F)Cl", "max_force_ev_per_a": 1.5, "elements": ["O", "C", "C", "Cl", "Cl", "O", "C", "C", "F", "Cl"], "coordinates": [[-2.022, 2.371, 0.088], [-1.799, 1.236, 0.118], [-1.530, -0.038, 0.184], [-1.200, -0.977, -1.242], [-1.508, -0.838, 1.726], [1.329, -2.348, -0.126], [1.354, -1.195, -0.280], [1.547, 0.095, -0.230], [0.947, 1.039, -0.978], [2.882, 0.655, 0.739]]}



{"formula": "C4Cl8", "method": "ωB97M-V/def2-TZVPD", "relative_energy_kj_mol": 18.8, "energy_ha": -3833.89536, "smiles": "Cl/C(=C(/Cl)C(Cl)(Cl)Cl)C(Cl)(Cl)Cl", "max_force_ev_per_a": 1.9, "elements": ["Cl", "C", "C", "Cl", "C", "Cl", "Cl", "Cl", "C", "Cl", "Cl", "Cl"], "coordinates": [[-1.973, 0.855, -0.284], [-0.571, -0.127, -0.387], [0.405, 0.079, 0.520], [1.933, -0.702, 0.243], [0.356, 1.046, 1.661], [0.076, 2.709, 1.045], [-0.986, 0.600, 2.826], [1.964, 1.062, 2.631], [-0.352, -1.016, -1.627], [-1.845, -1.137, -2.666], [0.019, -2.736, -1.167], [0.974, -0.633, -2.795]]}